Entry from OMol25: a cluster of 6 separate species, C42H98N6O10 in total at a distorted geometry (ωB97M-V/def2-TZVPD).

Bonds (Å) are listed after each position.
CARTESIAN COORDINATES (ANGSTROEM)
1 C 1.0622 -3.2523 -3.2814  C2 1.536, H12 1.088, H13 1.091, H14 1.093
2 C 0.4996 -2.8196 -1.9191  C1 1.536, C3 1.549, C4 1.541, N10 1.455
3 C -0.9256 -3.4113 -1.7853  C2 1.549, H15 1.088, H16 1.092, H17 1.090
4 C 1.3860 -3.4408 -0.8219  C2 1.541, C5 1.530, H18 1.088, H19 1.093
5 C 1.3279 -2.6788 0.5035  C4 1.530, C6 1.519, H20 1.094, H21 1.091
6 C 1.6079 -1.2133 0.2203  C5 1.519, C7 1.513, H22 1.103, H23 1.092
7 C 0.5315 -0.5881 -0.6391  C6 1.513, C8 1.521, C9 1.518, N10 1.477
8 C -0.8494 -0.5272 -0.0035  C7 1.521, H24 1.096, H25 1.098, H26 1.093
9 C 0.9788 0.8294 -0.9485  C7 1.518, H27 1.093, H28 1.095, H29 1.089
10 N 0.4862 -1.3651 -1.8946  C2 1.455, C7 1.477, O11 1.411
11 O -0.4099 -0.8069 -2.8313  N10 1.411, H30 0.976
12 H 0.9637 -4.3106 -3.5127  C1 1.088
13 H 0.5529 -2.6365 -4.0239  C1 1.091
14 H 2.1286 -3.0128 -3.3061  C1 1.093
15 H -1.6131 -2.8344 -2.3995  C3 1.088
16 H -0.9219 -4.4482 -2.1278  C3 1.092
17 H -1.2522 -3.4238 -0.7450  C3 1.090
18 H 1.0721 -4.4615 -0.6132  C4 1.088
19 H 2.4147 -3.3616 -1.1824  C4 1.093
20 H 0.3333 -2.7807 0.9486  C5 1.094
21 H 2.0612 -3.1117 1.1862  C5 1.091
22 H 2.5225 -1.2236 -0.3970  C6 1.103
23 H 1.9505 -0.6312 1.0783  C6 1.092
24 H -1.3245 -1.4988 0.1765  C8 1.096
25 H -1.6580 -0.1112 -0.6183  C8 1.098
26 H -0.8862 0.0666 0.9131  C8 1.093
27 H 0.9978 1.4124 -0.0243  C9 1.093
28 H 0.3238 1.4118 -1.6048  C9 1.095
29 H 1.9324 0.8437 -1.4745  C9 1.089
30 H 0.1454 -0.3174 -3.4666  O11 0.976
31 C -2.3908 8.0810 -0.5976  C32 1.544, H42 1.095, H43 1.087, H44 1.092
32 C -2.7924 7.0248 0.4540  C31 1.544, C33 1.538, C34 1.531, N40 1.438
33 C -3.5626 7.8285 1.5154  C32 1.538, H45 1.093, H46 1.095, H47 1.088
34 C -3.7737 5.9881 -0.1000  C32 1.531, C35 1.509, H48 1.100, H49 1.094
35 C -3.1097 4.8613 -0.8522  C34 1.509, C36 1.519, H50 1.092, H51 1.097
36 C -2.1152 4.1894 0.0784  C35 1.519, C37 1.533, H52 1.093, H53 1.096
37 C -1.0268 5.1490 0.5727  C36 1.533, C38 1.506, C39 1.539, N40 1.454
38 C -0.2011 4.4720 1.6353  C37 1.506, H54 1.091, H55 1.092, H56 1.096
39 C -0.1265 5.5009 -0.6249  C37 1.539, H57 1.091, H58 1.100, H59 1.085
40 N -1.6979 6.3344 1.0820  C32 1.438, C37 1.454, O41 1.409
41 O -0.8589 7.1508 1.8659  N40 1.409, H60 0.963
42 H -1.7541 7.6569 -1.3817  C31 1.095
43 H -3.2687 8.5179 -1.0657  C31 1.087
44 H -1.7035 8.7989 -0.1457  C31 1.092
45 H -4.5711 8.0744 1.1724  C33 1.093
46 H -3.7435 7.2481 2.4262  C33 1.095
47 H -3.0316 8.7464 1.7579  C33 1.088
48 H -4.3132 5.6082 0.7796  C34 1.100
49 H -4.5691 6.4961 -0.6527  C34 1.094
50 H -3.7789 4.1017 -1.2616  C35 1.092
51 H -2.6425 5.3247 -1.7298  C35 1.097
52 H -1.6238 3.3225 -0.3699  C36 1.093
53 H -2.6408 3.8738 0.9874  C36 1.096
54 H 0.6299 5.0718 2.0085  C38 1.091
55 H 0.2212 3.5546 1.2211  C38 1.092
56 H -0.7750 4.2072 2.5310  C38 1.096
57 H 0.4635 4.6559 -0.9812  C39 1.091
58 H 0.6101 6.2546 -0.3098  C39 1.100
59 H -0.6725 6.0349 -1.3951  C39 1.085
60 H -1.1072 6.9447 2.7735  O41 0.963
61 C -0.9567 1.6158 -4.8911  O62 1.403, H70 1.086, H71 1.094, H72 1.104
62 O 0.3455 1.2013 -4.5752  C61 1.403, C63 1.437
63 C 1.1881 1.0844 -5.7333  O62 1.437, C64 1.508, H73 1.094, H74 1.100
64 C 2.6400 1.0985 -5.3257  C63 1.508, N65 1.446, H75 1.102, H76 1.095
65 N 2.9778 -0.0623 -4.5329  C64 1.446, C66 1.430, H77 1.009
66 C 4.2640 0.0087 -3.9124  N65 1.430, C67 1.520, H78 1.094, H79 1.095
67 C 4.7663 -1.3622 -3.4901  C66 1.520, O68 1.411, H80 1.100, H81 1.101
68 O 5.8269 -1.1628 -2.5812  C67 1.411, C69 1.408
69 C 6.1314 -2.3344 -1.8625  O68 1.408, H82 1.098, H83 1.085, H84 1.102
70 H -1.5504 1.6514 -3.9819  C61 1.086
71 H -1.3984 1.0284 -5.7016  C61 1.094
72 H -0.9477 2.6581 -5.2548  C61 1.104
73 H 0.9137 1.8881 -6.4228  C63 1.094
74 H 0.9722 0.1268 -6.2305  C63 1.100
75 H 2.8087 2.0591 -4.8130  C64 1.102
76 H 3.2049 1.0339 -6.2615  C64 1.095
77 H 2.2347 -0.3754 -3.9260  N65 1.009
78 H 4.2983 0.7252 -3.0862  C66 1.094
79 H 4.9895 0.3278 -4.6680  C66 1.095
80 H 5.0923 -1.9244 -4.3771  C67 1.100
81 H 3.9721 -1.9891 -3.0565  C67 1.101
82 H 5.2668 -2.6358 -1.2571  C69 1.098
83 H 7.0366 -2.1783 -1.2842  C69 1.085
84 H 6.3302 -3.1862 -2.5328  C69 1.102
85 C -4.2329 -3.0566 -1.2114  O86 1.404, H94 1.101, H95 1.089, H96 1.095
86 O -4.0132 -4.4356 -1.0656  C85 1.404, C87 1.413
87 C -4.1504 -5.1340 -2.2865  O86 1.413, C88 1.498, H97 1.098, H98 1.101
88 C -4.5115 -6.5623 -2.0169  C87 1.498, N89 1.462, H99 1.086, H100 1.106
89 N -4.8090 -7.2568 -3.2684  C88 1.462, C90 1.457, H101 1.009
90 C -3.6808 -7.4854 -4.1622  N89 1.457, C91 1.503, H102 1.104, H103 1.095
91 C -3.8544 -8.7443 -4.9639  C90 1.503, O92 1.410, H104 1.101, H105 1.095
92 O -3.5812 -9.8249 -4.1011  C91 1.410, C93 1.405
93 C -3.6500 -11.0630 -4.7608  O92 1.405, H106 1.085, H107 1.097, H108 1.104
94 H -5.3006 -2.8207 -1.0847  C85 1.101
95 H -3.8315 -2.6237 -2.1264  C85 1.089
96 H -3.7971 -2.5578 -0.3393  C85 1.095
97 H -3.2381 -5.0428 -2.8915  C87 1.098
98 H -4.9514 -4.6896 -2.8980  C87 1.101
99 H -5.3791 -6.6722 -1.3728  C88 1.086
100 H -3.6234 -7.0504 -1.5731  C88 1.106
101 H -5.2961 -8.1226 -3.0915  N89 1.009
102 H -2.7527 -7.5335 -3.5669  C90 1.104
103 H -3.5621 -6.5752 -4.7588  C90 1.095
104 H -3.1202 -8.6600 -5.7807  C91 1.101
105 H -4.8503 -8.8873 -5.3971  C91 1.095
106 H -3.5044 -11.8500 -4.0278  C93 1.085
107 H -2.9445 -11.1579 -5.5959  C93 1.097
108 H -4.6419 -11.1945 -5.2264  C93 1.104
109 C 0.6640 1.2448 3.1142  O110 1.434, H118 1.082, H119 1.089, H120 1.097
110 O -0.4322 0.5402 3.7130  C109 1.434, C111 1.407
111 C -0.4406 -0.8613 3.5887  O110 1.407, C112 1.523, H121 1.103, H122 1.096
112 C -1.8896 -1.2976 3.7613  C111 1.523, N113 1.446, H123 1.092, H124 1.097
113 N -2.4270 -1.1199 5.0918  C112 1.446, C114 1.476, H125 1.019
114 C -2.0593 -2.2195 6.0059  N113 1.476, C115 1.505, H126 1.105, H127 1.095
115 C -2.6150 -1.9465 7.3777  C114 1.505, O116 1.411, H128 1.094, H129 1.098
116 O -2.5678 -3.0872 8.2071  C115 1.411, C117 1.400
117 C -1.5560 -3.0745 9.1750  O116 1.400, H130 1.101, H131 1.097, H132 1.088
118 H 0.5656 2.2980 3.3408  C109 1.082
119 H 0.6048 0.9755 2.0610  C109 1.089
120 H 1.5546 0.8353 3.6072  C109 1.097
121 H 0.1741 -1.2913 4.3970  C111 1.103
122 H -0.0433 -1.2207 2.6329  C111 1.096
123 H -2.0638 -2.3082 3.3849  C112 1.092
124 H -2.4625 -0.6521 3.0839  C112 1.097
125 H -1.9901 -0.3019 5.5137  N113 1.019
126 H -0.9760 -2.4315 6.0507  C114 1.105
127 H -2.4864 -3.1291 5.5709  C114 1.095
128 H -3.6743 -1.6998 7.2614  C115 1.094
129 H -2.1362 -1.0640 7.8225  C115 1.098
130 H -1.6134 -2.1860 9.8228  C117 1.101
131 H -0.5590 -3.0847 8.7184  C117 1.097
132 H -1.6824 -3.9249 9.8413  C117 1.088
133 C 3.3319 4.0526 -0.4614  O134 1.410, H142 1.089, H143 1.096, H144 1.098
134 O 3.0115 3.3431 0.7144  C133 1.410, C135 1.426
135 C 3.7872 2.1504 0.8027  O134 1.426, C136 1.541, H145 1.086, H146 1.100
136 C 5.0427 2.3298 1.6779  C135 1.541, N137 1.427, H147 1.109, H148 1.091
137 N 4.8566 2.0178 3.0575  C136 1.427, C138 1.445, H149 1.002
138 C 3.8672 2.7861 3.7783  N137 1.445, C139 1.503, H150 1.091, H151 1.102
139 C 3.7716 2.4049 5.2293  C138 1.503, O140 1.430, H152 1.086, H153 1.101
140 O 4.8341 2.8832 6.0580  C139 1.430, C141 1.389
141 C 5.1848 4.2162 5.8836  O140 1.389, H154 1.088, H155 1.101, H156 1.102
142 H 2.8032 5.0046 -0.4678  C133 1.089
143 H 3.0560 3.4682 -1.3471  C133 1.096
144 H 4.3980 4.3084 -0.5286  C133 1.098
145 H 3.9818 1.5794 -0.1009  C135 1.086
146 H 3.1167 1.5569 1.4414  C135 1.100
147 H 5.3548 3.3863 1.5504  C136 1.109
148 H 5.8523 1.7156 1.2797  C136 1.091
149 H 5.6163 1.5923 3.5529  N137 1.002
150 H 2.9369 2.6384 3.2270  C138 1.091
151 H 4.0963 3.8548 3.6394  C138 1.102
152 H 3.8181 1.3269 5.3529  C139 1.086
153 H 2.8521 2.8911 5.5890  C139 1.101
154 H 5.9152 4.5162 6.6317  C141 1.088
155 H 4.3136 4.8888 5.9040  C141 1.101
156 H 5.6710 4.4299 4.9185  C141 1.102

For the LUMO energy, the calculation gives 0.600 eV. Its calculated total energy is -74550.375 eV. The energy relative to the best compared isomer or geometry (same formula, charge and spin) is 0.319 eV. The molar mass comes out at 847.28 g/mol. The value obtained for the highest occupied orbital energy is -7.99 eV. The SMILES is CC1(C)CCCC(C)(C)N1O.CC1(C)CCCC(C)(C)N1O.COCCNCCOC.COCCNCCOC.COCCNCCOC.COCCNCCOC. For the largest force on an atom, the calculation gives 2.82 eV/A. The calculation puts the HOMO-LUMO gap at 8.6 eV.

Here are the Mulliken charges for atoms 1 to 99, given in e: atom 1 (C): -1.524, atom 2 (C): 1.439, atom 3 (C): -2.140, atom 4 (C): -1.346, atom 5 (C): -0.667, atom 6 (C): -1.152, atom 7 (C): 2.660, atom 8 (C): -1.482, atom 9 (C): -1.030, atom 10 (N): 1.089, atom 11 (O): -0.629, atom 12 (H): 0.345, atom 13 (H): 0.430, atom 14 (H): 0.128, atom 15 (H): 0.348, atom 16 (H): 0.581, atom 17 (H): 0.391, atom 18 (H): 0.413, atom 19 (H): 0.286, atom 20 (H): 0.076, atom 21 (H): 0.513, atom 22 (H): 0.416, atom 23 (H): -0.117, atom 24 (H): -0.031, atom 25 (H): 0.337, atom 26 (H): 0.300, atom 27 (H): -0.351, atom 28 (H): 0.120, atom 29 (H): 0.050, atom 30 (H): 0.476, atom 31 (C): -1.591, atom 32 (C): 1.429, atom 33 (C): -2.005, atom 34 (C): -1.302, atom 35 (C): -0.791, atom 36 (C): -1.010, atom 37 (C): 1.756, atom 38 (C): -1.368, atom 39 (C): -1.453, atom 40 (N): 0.601, atom 41 (O): -0.502, atom 42 (H): 0.315, atom 43 (H): 0.396, atom 44 (H): 0.420, atom 45 (H): 0.401, atom 46 (H): 0.435, atom 47 (H): 0.391, atom 48 (H): 0.417, atom 49 (H): 0.501, atom 50 (H): 0.382, atom 51 (H): 0.342, atom 52 (H): 0.028, atom 53 (H): 0.511, atom 54 (H): 0.586, atom 55 (H): -0.377, atom 56 (H): 0.579, atom 57 (H): 0.074, atom 58 (H): 0.372, atom 59 (H): 0.210, atom 60 (H): 0.321, atom 61 (C): -1.012, atom 62 (O): -0.135, atom 63 (C): -0.809, atom 64 (C): -0.497, atom 65 (N): -0.137, atom 66 (C): -0.517, atom 67 (C): 0.510, atom 68 (O): -0.388, atom 69 (C): -0.668, atom 70 (H): 0.249, atom 71 (H): 0.382, atom 72 (H): 0.350, atom 73 (H): 0.462, atom 74 (H): 0.315, atom 75 (H): 0.241, atom 76 (H): 0.399, atom 77 (H): 0.046, atom 78 (H): 0.104, atom 79 (H): 0.408, atom 80 (H): 0.313, atom 81 (H): -0.563, atom 82 (H): 0.192, atom 83 (H): 0.291, atom 84 (H): 0.313, atom 85 (C): -0.732, atom 86 (O): -0.351, atom 87 (C): -0.071, atom 88 (C): -0.810, atom 89 (N): -0.398, atom 90 (C): -0.392, atom 91 (C): -0.804, atom 92 (O): -0.271, atom 93 (C): -0.740, atom 94 (H): 0.380, atom 95 (H): 0.427, atom 96 (H): 0.107, atom 97 (H): 0.161, atom 98 (H): 0.329, atom 99 (H): 0.398